1.
Computed, not measured: a molecular structure, C17H36Co2N4O10 in a non-equilibrium geometry, with ωB97M-V/def2-TZVPD.

Each line ends with the natural charge from an NBO analysis.
Atoms and positions in Å:
Co (-19.99, 24.11, 15.13)  1.6841
Co (-20.20, 21.67, 11.92)  1.5191
C (-19.04, 21.93, 14.21)  0.9728
O (-19.45, 20.92, 13.67)  -0.7318
O (-19.16, 22.26, 15.39)  -0.7595
O (-19.33, 22.84, 13.50)  -0.8390
C (-11.77, 23.98, 20.55)  -0.6359
C (-13.25, 24.10, 20.27)  -0.0667
O (-13.62, 23.30, 19.14)  -0.4980
C (-14.90, 22.91, 18.93)  0.9942
O (-15.86, 22.97, 19.71)  -0.6643
O (-14.96, 22.38, 17.70)  -0.5058
C (-16.21, 21.91, 17.16)  -0.2424
H (-11.39, 24.61, 21.35)  0.2447
H (-11.20, 24.04, 19.62)  0.2272
H (-11.76, 23.01, 21.04)  0.2220
H (-13.59, 25.13, 20.15)  0.1710
H (-13.76, 23.76, 21.17)  0.1969
H (-17.05, 22.26, 17.76)  0.1967
H (-16.23, 20.82, 17.18)  0.1832
H (-16.39, 22.18, 16.11)  0.1803
C (-20.73, 25.13, 18.24)  0.5585
O (-20.28, 24.86, 17.09)  -0.8427
N (-20.61, 24.29, 19.28)  -0.3470
C (-21.23, 24.68, 20.58)  -0.4234
C (-19.91, 22.97, 19.19)  -0.4516
H (-21.22, 26.08, 18.48)  0.1817
H (-21.80, 23.85, 20.97)  0.2266
H (-21.93, 25.51, 20.54)  0.2385
H (-20.43, 24.92, 21.29)  0.2352
H (-19.00, 22.89, 19.78)  0.2572
H (-20.53, 22.23, 19.71)  0.2284
H (-19.73, 22.55, 18.21)  0.2228
C (-22.00, 20.18, 17.07)  0.4484
O (-21.93, 20.43, 18.26)  -0.3244
N (-23.17, 19.70, 16.68)  -0.0631
C (-23.34, 19.61, 15.24)  -0.4560
C (-24.35, 19.55, 17.55)  -0.4745
H (-21.21, 20.30, 16.31)  0.1880
H (-22.43, 19.88, 14.70)  0.2150
H (-24.01, 20.39, 14.89)  0.2574
H (-23.63, 18.60, 14.92)  0.2919
H (-24.96, 18.65, 17.40)  0.2949
H (-24.26, 19.68, 18.63)  0.2935
H (-25.05, 20.33, 17.26)  0.2711
C (-18.67, 16.45, 16.83)  0.5400
O (-19.87, 16.45, 16.90)  -0.6184
N (-17.98, 17.53, 16.53)  -0.4166
C (-16.50, 17.51, 16.65)  -0.4232
C (-18.57, 18.64, 15.89)  -0.4101
H (-18.03, 15.56, 16.92)  0.1392
H (-16.09, 17.47, 15.64)  0.2003
H (-16.06, 16.71, 17.25)  0.2468
H (-16.07, 18.44, 17.02)  0.2044
H (-19.64, 18.64, 16.09)  0.2047
H (-18.09, 19.56, 16.24)  0.1948
H (-18.36, 18.60, 14.82)  0.1953
C (-16.86, 25.58, 15.14)  0.5618
O (-17.93, 24.91, 15.23)  -0.8361
N (-16.07, 26.00, 16.13)  -0.3502
C (-14.97, 26.83, 15.80)  -0.4214
C (-16.27, 25.84, 17.59)  -0.4203
H (-16.51, 25.80, 14.12)  0.1611
H (-14.07, 26.45, 16.28)  0.2281
H (-15.16, 27.84, 16.15)  0.2219
H (-14.73, 26.87, 14.73)  0.2309
H (-17.06, 25.13, 17.80)  0.2294
H (-15.39, 25.34, 17.99)  0.2302
H (-16.44, 26.85, 17.98)  0.2320

**LUMO (alpha / beta)**: -11.59 / -12.71 eV
**Calculated total energy**: -4405.0948 Eh
**Spin multiplicity**: 8
**Total charge**: +3
**Frontier orbital gap (alpha / beta)**: 0.14635 / 0.09542 hartree
**HOMO level (alpha / beta)**: -0.5724 / -0.5626 Ha

=====

2.
Computed, not measured: a molecular structure, C20H21AuClN4O2PS, with ωB97M-V/def2-TZVPD.

Each line ends with the natural charge from an NBO analysis.
Atoms and positions in Å:
Au (1.02, -1.75, 0.06)  1.0057
Cl (-1.56, -2.19, -0.98)  0.0174
C (-2.63, -0.91, -0.42)  0.0300
C (-3.99, -1.18, -0.50)  -0.2214
C (-4.88, -0.22, -0.05)  -0.1258
C (-4.43, 0.98, 0.47)  -0.2072
C (-3.06, 1.23, 0.55)  -0.0811
C (-2.14, 0.28, 0.09)  -0.4893
P (-0.41, 0.71, 0.17)  1.3022
C (-0.09, 1.75, 1.56)  -0.3820
C (-0.49, 1.29, 2.83)  -0.1945
C (-0.29, 2.10, 3.93)  -0.1866
C (0.31, 3.35, 3.78)  -0.1275
C (0.70, 3.80, 2.53)  -0.2033
C (0.51, 3.01, 1.41)  -0.1855
C (0.22, 1.31, -1.37)  -0.4751
C (-0.60, 1.30, -2.51)  -0.1054
C (-0.07, 1.70, -3.73)  -0.2102
C (1.26, 2.09, -3.82)  -0.1330
C (2.08, 2.08, -2.69)  -0.1994
C (1.57, 1.68, -1.47)  -0.1837
H (-4.33, -2.12, -0.89)  0.2537
H (-5.94, -0.42, -0.10)  0.2507
H (-5.12, 1.73, 0.83)  0.2507
H (-2.71, 2.16, 0.97)  0.2301
H (-0.95, 0.32, 2.94)  0.2537
H (-0.60, 1.75, 4.91)  0.2480
H (0.46, 3.97, 4.65)  0.2435
H (1.16, 4.78, 2.42)  0.2446
H (0.80, 3.37, 0.44)  0.2306
H (-1.64, 1.01, -2.44)  0.2221
H (-0.71, 1.72, -4.60)  0.2441
H (1.66, 2.40, -4.77)  0.2437
H (3.11, 2.38, -2.77)  0.2434
H (2.21, 1.67, -0.60)  0.2256
N (2.60, -1.94, 1.63)  -0.6037
N (1.97, -2.01, 2.88)  -0.5175
C (0.56, -1.94, 2.95)  0.8607
O (-0.01, -2.08, 3.99)  -0.5651
O (-0.06, -1.70, 1.80)  -0.8076
H (3.23, -2.72, 1.46)  0.4070
H (3.13, -1.07, 1.55)  0.4007
H (2.41, -2.60, 3.57)  0.4195
N (0.81, -4.04, -2.72)  -0.7381
C (1.99, -3.52, -2.43)  0.3764
N (3.09, -4.25, -2.52)  -0.7287
S (2.13, -1.83, -2.00)  -0.2552
H (0.70, -5.00, -3.02)  0.4258
H (0.01, -3.44, -2.74)  0.4323
H (3.08, -5.19, -2.88)  0.4250
H (3.98, -3.81, -2.35)  0.4396

**LUMO (alpha / beta)**: -5.42 / -8.82 eV
**Calculated total energy**: -2479.0937 Eh
**Spin multiplicity**: 3
**Total charge**: +2
**Frontier orbital gap (alpha / beta)**: 0.30679 / 0.22612 hartree
**HOMO level (alpha / beta)**: -0.5060 / -0.5502 Ha

=====

3.
Computed, not measured: a molecular structure, C15H9Cl3N3OS8SiTl, with ωB97M-V/def2-TZVPD.

Each line ends with the natural charge from an NBO analysis.
Atoms and positions in Å:
Tl (0.48, 3.92, 0.94)  0.6073
S (-0.74, 3.51, 3.33)  -0.4580
S (0.92, 3.04, 4.47)  -0.0902
S (2.25, 4.52, 3.97)  -0.0804
S (2.78, 4.06, 2.04)  -0.3843
O (-2.67, 5.72, -4.82)  -0.6296
C (-1.97, 5.57, -3.84)  0.1657
S (-2.37, 6.17, -2.24)  0.3155
C (-0.92, 5.63, -1.41)  -0.4321
C (-0.02, 4.93, -2.14)  -0.4084
S (1.49, 4.26, -1.60)  -0.2772
S (-0.44, 4.70, -3.84)  0.3159
S (-0.78, 6.08, 0.28)  -0.2177
N (-0.46, -2.77, -0.14)  -0.5517
C (-0.81, -4.09, 0.02)  0.1676
C (-1.98, -4.79, -0.22)  -0.2566
C (-1.97, -6.15, 0.04)  -0.2303
C (-0.81, -6.79, 0.51)  -0.2458
C (0.35, -6.09, 0.75)  -0.2064
C (0.35, -4.72, 0.50)  0.0691
N (1.37, -3.79, 0.66)  -0.4670
C (0.84, -2.65, 0.28)  0.3935
C (1.48, -1.32, 0.24)  -0.0558
C (1.40, -0.56, -0.92)  -0.2398
C (1.87, 0.75, -0.88)  0.0410
N (2.35, 1.30, 0.22)  -0.4107
C (2.44, 0.57, 1.32)  0.0439
C (2.03, -0.76, 1.38)  -0.2222
H (-1.06, -1.97, -0.29)  0.4476
H (-2.87, -4.30, -0.59)  0.2167
H (-2.87, -6.73, -0.13)  0.2019
H (-0.84, -7.86, 0.70)  0.1998
H (1.24, -6.58, 1.12)  0.2136
H (0.96, -0.95, -1.82)  0.2190
H (1.79, 1.39, -1.75)  0.2291
H (2.82, 1.08, 2.20)  0.2184
H (2.08, -1.31, 2.31)  0.2215
Cl (-1.47, 1.49, -2.00)  -0.4613
Si (-1.38, 2.18, 0.00)  0.9663
Cl (-1.56, 0.32, 1.05)  -0.4905
Cl (-3.31, 2.98, 0.29)  -0.4372

**LUMO**: 3.93 eV
**Calculated total energy**: -5844.9641 Eh
**Spin multiplicity**: 1
**Total charge**: -2
**Frontier orbital gap**: 0.20810 hartree
**HOMO level**: -0.0636 Ha

=====

4.
Computed, not measured: 6 unconnected molecules or ions with the total composition C42H88ClI2N5O7, with ωB97M-V/def2-TZVPD.

Each line ends with the Löwdin charge.
Atoms and positions in Å:
C (-7.46, 2.59, 0.42)  -0.1152
C (-8.34, 1.93, -0.66)  -0.2684
C (-7.63, 0.80, -1.40)  -0.1998
C (-6.76, 1.19, -2.63)  -0.1963
C (-6.54, 2.68, -2.87)  -0.2202
C (-5.49, 2.91, -3.95)  -0.2079
C (-5.88, 2.34, -5.33)  -0.2115
C (-5.18, 1.03, -5.71)  -0.2137
C (-3.66, 1.16, -5.84)  -0.1999
C (-2.86, -0.09, -5.41)  -0.1862
C (-1.67, 0.17, -4.47)  -0.1887
C (-0.27, -0.16, -5.02)  -0.1982
C (0.49, -1.25, -4.24)  -0.1993
C (1.98, -0.95, -3.99)  -0.1920
C (2.51, -1.42, -2.62)  -0.2116
C (3.47, -2.62, -2.67)  -0.1917
C (4.54, -2.70, -1.56)  -0.2027
C (4.14, -2.13, -0.19)  -0.2181
C (4.52, -0.66, 0.04)  -0.2012
C (3.70, 0.06, 1.12)  -0.1854
C (2.44, 0.71, 0.60)  -0.6625
Cl (1.09, -0.48, 0.51)  0.7215
O (1.95, 1.74, 1.41)  -0.2151
C (2.71, 2.94, 1.32)  -0.1986
C (1.75, 4.11, 1.14)  -0.4235
O (1.22, 4.00, -0.16)  -0.2467
C (1.90, 4.74, -1.16)  -0.0985
C (0.56, 4.18, 2.11)  -0.6447
I (-0.67, 5.81, 1.34)  0.9781
C (0.82, 4.50, 3.57)  -0.7903
C (-0.46, 4.82, 4.36)  -0.2577
I (1.79, 2.88, 4.64)  0.9217
H (-7.58, 2.07, 1.37)  0.0672
H (-6.40, 2.54, 0.15)  0.0632
H (-7.73, 3.63, 0.59)  0.0678
H (-8.72, 2.69, -1.35)  0.0925
H (-9.22, 1.51, -0.16)  0.0969
H (-8.37, 0.06, -1.72)  0.1004
H (-6.98, 0.29, -0.68)  0.0867
H (-5.78, 0.72, -2.51)  0.0853
H (-7.20, 0.74, -3.52)  0.1033
H (-7.46, 3.17, -3.19)  0.1106
H (-6.20, 3.16, -1.95)  0.1006
H (-4.56, 2.44, -3.62)  0.1042
H (-5.29, 3.98, -4.06)  0.1057
H (-6.97, 2.18, -5.36)  0.1049
H (-5.66, 3.07, -6.11)  0.1056
H (-5.43, 0.24, -4.99)  0.0940
H (-5.60, 0.71, -6.67)  0.1073
H (-3.32, 2.03, -5.27)  0.0896
H (-3.42, 1.39, -6.89)  0.1070
H (-3.55, -0.78, -4.92)  0.0949
H (-2.48, -0.59, -6.32)  0.0987
H (-1.83, -0.38, -3.54)  0.0996
H (-1.68, 1.23, -4.20)  0.0991
H (-0.37, -0.48, -6.07)  0.0998
H (0.33, 0.75, -5.04)  0.0965
H (0.42, -2.19, -4.81)  0.1098
H (0.00, -1.43, -3.29)  0.0960
H (2.59, -1.38, -4.78)  0.1023
H (2.11, 0.14, -4.06)  0.0988
H (1.65, -1.68, -1.99)  0.0704
H (2.99, -0.59, -2.12)  0.0746
H (3.98, -2.62, -3.64)  0.0986
H (2.89, -3.54, -2.65)  0.1090
H (4.77, -3.76, -1.41)  0.0984
H (5.48, -2.24, -1.89)  0.1070
H (4.64, -2.72, 0.58)  0.1069
H (3.07, -2.28, -0.02)  0.0783
H (5.57, -0.63, 0.36)  0.1087
H (4.48, -0.11, -0.90)  0.1023
H (4.34, 0.82, 1.58)  0.0949
H (3.42, -0.67, 1.89)  0.1164
H (2.55, 1.07, -0.43)  0.1128
H (3.34, 3.06, 2.20)  0.0604
H (3.39, 2.90, 0.46)  0.1228
H (2.32, 5.05, 1.25)  0.1431
H (2.95, 4.90, -0.89)  0.0923
H (1.41, 5.71, -1.32)  0.0737
H (1.86, 4.17, -2.09)  0.0916
H (-0.06, 3.29, 2.00)  0.0649
H (1.50, 5.35, 3.62)  0.0749
H (-0.65, 5.89, 4.35)  0.0468
H (-0.38, 4.51, 5.40)  0.0323
H (-1.31, 4.30, 3.93)  0.0630
C (-5.68, -3.55, 0.92)  -0.0819
N (-5.37, -2.39, 0.11)  0.0216
C (-4.95, -2.36, -1.18)  -0.5348
C (-4.77, -3.69, -1.88)  -0.0016
O (-4.73, -1.30, -1.74)  0.0261
H (-6.71, -3.51, 1.28)  0.0834
H (-5.00, -3.62, 1.77)  0.0673
H (-5.56, -4.46, 0.33)  0.0652
H (-5.44, -1.48, 0.54)  0.1268
H (-4.43, -3.49, -2.89)  0.0799
H (-4.03, -4.30, -1.36)  0.0672
H (-5.71, -4.25, -1.92)  0.0842
C (-3.60, -7.72, 3.27)  -0.0771
N (-3.35, -6.49, 2.55)  0.0100
C (-3.02, -6.34, 1.24)  -0.5480
C (-2.89, -7.59, 0.40)  -0.0075
O (-2.85, -5.23, 0.77)  0.0245
H (-4.61, -7.74, 3.68)  0.0839
H (-2.89, -7.84, 4.10)  0.0841
H (-3.49, -8.57, 2.61)  0.0700
H (-3.42, -5.62, 3.05)  0.1356
H (-2.62, -7.29, -0.61)  0.0828
H (-2.11, -8.24, 0.80)  0.0847
H (-3.82, -8.15, 0.37)  0.0843
C (-0.99, 0.49, 2.91)  -0.1164
N (-1.76, 0.71, 4.12)  0.0184
C (-2.90, 0.09, 4.51)  -0.5545
C (-3.47, -0.96, 3.58)  -0.0154
O (-3.45, 0.38, 5.56)  0.0249
H (0.03, 0.16, 3.15)  0.0536
H (-0.91, 1.41, 2.32)  0.0651
H (-1.46, -0.27, 2.29)  0.0626
H (-1.42, 1.39, 4.78)  0.1152
H (-4.38, -1.35, 4.04)  0.0777
H (-3.72, -0.54, 2.61)  0.0770
H (-2.77, -1.78, 3.43)  0.0821
C (7.73, 4.55, 3.67)  -0.0726
N (6.69, 4.03, 2.79)  0.0135
C (6.77, 2.99, 1.92)  -0.5242
C (8.09, 2.27, 1.83)  -0.0090
O (5.80, 2.66, 1.25)  0.0193
H (7.42, 4.48, 4.71)  0.0837
H (7.94, 5.59, 3.44)  0.0833
H (8.64, 3.97, 3.54)  0.0737
H (5.79, 4.47, 2.81)  0.1356
H (7.99, 1.47, 1.10)  0.0820
H (8.89, 2.94, 1.52)  0.0924
H (8.38, 1.83, 2.79)  0.0680
C (9.94, -2.79, 4.65)  -0.0777
N (10.10, -1.39, 4.33)  0.0075
C (10.25, -0.81, 3.12)  -0.5447
C (10.27, -1.72, 1.91)  -0.0078
O (10.37, 0.40, 3.01)  0.0198
H (8.99, -2.98, 5.15)  0.0837
H (10.75, -3.14, 5.29)  0.0835
H (9.96, -3.38, 3.73)  0.0701
H (10.10, -0.73, 5.10)  0.1393
H (10.39, -1.10, 1.03)  0.0827
H (11.09, -2.43, 1.96)  0.0843
H (9.33, -2.27, 1.82)  0.0841

**LUMO**: 0.16 eV
**Calculated total energy**: -3509.1730 Eh
**Spin multiplicity**: 1
**Frontier orbital gap**: 0.33670 hartree
**HOMO level**: -0.3307 Ha
**SMILES string**: CCCCCCCCCCCCCCCCCCCC[C@@H](Cl)OC[C@@H](OC)[C@H](I)[C@@H](C)I.CNC(C)=O.CNC(C)=O.CNC(C)=O.CNC(C)=O.CNC(C)=O